69
Properties=species:S:1:pos:R:3:lowdin_charge:R:1 method="wB97M-V/def2-TZVPD" spin_multiplicity=5 relative_energy_ev=0.0000 e_homo_ev="-11.201 / -11.742" homo_lumo_gap_ha="0.3251 / 0.2390" total_energy_ha=-2247.3703 total_charge=+1
Rh 1.79 -0.08 0.15 0.797
S 2.35 1.96 0.78 0.734
Si 0.80 4.54 2.46 0.532
Si 0.78 -2.38 -1.31 0.603
N 0.04 0.41 -1.22 -0.274
N 0.79 0.38 2.14 -0.049
C 1.17 1.66 2.04 -0.706
C 0.60 2.69 2.84 -0.223
C -1.28 -4.16 2.46 -0.067
C 0.32 -5.86 -4.16 -0.077
C -2.12 -3.41 1.61 -0.041
C -2.06 1.73 -2.66 -0.180
C 2.60 5.12 2.34 -0.171
C 2.55 -1.86 -0.96 -0.186
C -2.16 1.76 -1.17 -0.172
C -0.17 5.40 3.79 -0.184
C 0.70 -4.63 -4.61 -0.085
C 0.30 -5.06 -1.95 -0.086
C -1.50 -2.74 0.48 -0.077
C -0.12 -0.80 -2.09 -0.182
C 0.75 -3.84 -2.39 -0.268
C -0.11 -2.86 0.28 -0.290
C -0.20 2.20 3.86 -0.040
C -0.58 2.02 -3.12 -0.121
C -1.26 0.71 -0.46 -0.131
C 0.95 -3.61 -3.72 -0.107
C 0.09 -4.21 2.23 -0.089
C 0.11 -6.08 -2.82 -0.074
C -0.18 4.93 0.91 -0.171
C -0.59 0.87 3.95 -0.039
C 0.43 1.55 -1.99 -0.243
C 0.66 -3.57 1.19 -0.139
C -0.16 0.01 3.03 -0.110
H 0.24 -6.67 -4.87 0.115
H 2.72 5.77 1.49 0.028
H -2.73 2.44 -3.04 0.092
H -3.20 1.67 -0.69 0.154
H -1.21 5.24 3.64 0.034
H -1.21 0.58 4.77 0.117
H -0.39 -6.97 -2.49 0.113
H -3.21 -3.26 1.77 0.114
H -1.70 -4.65 3.28 0.089
H -1.77 -0.16 -0.32 0.049
H 0.30 -0.66 -3.07 0.075
H 0.37 4.88 -0.03 0.022
H 0.65 -4.74 2.98 0.113
H -2.39 0.73 -3.06 0.122
H 0.45 2.41 -1.31 0.078
H 1.15 -2.60 -4.12 0.112
H 0.66 -4.45 -5.72 0.133
H -1.06 1.09 0.57 0.113
H -2.17 -2.26 -0.26 0.101
H -0.34 -1.04 3.05 0.105
H 3.31 4.31 2.16 0.000
H 0.09 5.19 4.85 0.055
H -0.43 1.63 -4.09 0.086
H 3.11 -2.34 -0.17 0.002
H -1.16 -1.10 -2.19 0.084
H 1.46 1.37 -2.41 0.134
H -0.64 5.96 0.92 0.062
H -0.98 4.20 0.74 0.013
H 2.88 5.69 3.25 0.043
H -0.05 6.44 3.64 0.020
H -0.45 3.12 -3.23 0.122
H 3.15 -1.54 -1.83 0.031
H -0.59 3.00 4.50 0.102
H -1.80 2.70 -0.79 0.074
H 1.73 -3.52 1.10 0.097
H -0.05 -5.22 -0.93 0.111

***

8
Properties=species:S:1:pos:R:3:lowdin_charge:R:1 method="wB97M-V/def2-TZVPD" relative_energy_ev=4.2321 e_homo_ev=-10.991 homo_lumo_gap_ha=0.3922 total_energy_ha=-228.9510 total_charge=0
O -1.06 -0.84 0.24 0.067
O -0.27 0.99 -1.16 -0.009
C 1.16 -0.05 0.90 0.010
C -0.11 -0.05 -0.02 -0.460
H 0.88 -0.91 1.77 0.163
H 1.96 -0.60 0.37 0.077
H 1.42 0.92 1.21 0.049
H 0.13 -0.05 -1.20 0.102

***

66
Properties=species:S:1:pos:R:3:lowdin_charge:R:1 method="wB97M-V/def2-TZVPD" relative_energy_ev=0.0000 e_homo_ev=-9.007 homo_lumo_gap_ha=0.3110 total_energy_ha=-5215.7946 total_charge=0
Br -0.84 -2.66 7.38 0.740
Cl -2.59 3.96 -3.53 0.714
Al -0.41 0.04 -0.18 -0.093
O -1.49 -2.11 2.08 0.097
O -4.87 -5.88 -2.29 0.072
O 1.37 0.78 0.31 0.104
O 4.47 1.57 -3.19 0.116
O 0.28 0.05 -3.92 0.107
O 0.36 -1.74 -0.04 0.079
O -1.85 -0.59 -1.12 0.044
O -3.12 -6.69 -1.34 0.072
O -1.00 -0.01 1.50 0.046
N 0.88 0.37 -1.75 0.211
N -1.11 1.95 -0.48 0.083
N 2.39 0.75 -3.52 0.223
N -3.80 -5.76 -1.73 -0.359
C -3.53 -2.04 -1.88 0.035
C -2.04 3.55 -1.94 -0.627
C 4.13 0.02 -0.64 -0.148
C -1.17 2.83 0.52 -0.062
C 1.80 0.76 -0.88 -0.371
C 2.62 3.60 -1.05 -0.057
C -1.54 2.29 -1.70 -0.087
C -0.96 -0.58 3.80 -0.110
C -1.66 4.11 0.34 -0.023
C -0.60 0.03 6.49 -0.126
C -0.74 0.73 4.20 -0.013
C -2.06 -4.23 -0.96 0.066
C -2.28 -1.81 -1.26 -0.248
C -2.11 4.48 -0.91 -0.063
C -1.55 -2.94 -0.81 -0.100
C -0.26 -2.80 -0.20 -0.082
C 3.56 2.48 -0.59 -0.159
C 3.21 1.12 -1.21 -0.305
C -1.16 -0.97 2.37 -0.473
C -0.57 1.04 5.54 -0.067
C 1.12 0.35 -3.11 -0.477
C 3.87 -1.38 -1.18 -0.057
C 3.43 1.18 -2.72 -0.412
C -0.80 -1.28 6.09 -0.680
C -4.01 -3.31 -2.03 0.025
C -3.27 -4.40 -1.56 -0.141
C -0.99 -1.60 4.75 -0.058
H 1.59 3.42 -0.74 0.065
H 4.00 0.04 0.45 0.128
H -1.69 4.80 1.17 0.117
H -0.41 2.06 5.85 0.106
H -1.16 -2.61 4.44 0.115
H 0.25 -3.72 0.10 0.155
H -0.80 2.49 1.48 0.111
H -0.71 1.51 3.44 0.098
H 2.92 4.56 -0.62 0.080
H 2.87 -1.73 -0.94 0.070
H 4.00 -1.42 -2.27 0.084
H 4.58 2.71 -0.88 0.125
H -4.09 -1.18 -2.23 0.126
H -1.48 1.55 -2.48 0.117
H 4.58 -2.09 -0.75 0.082
H 3.52 2.37 0.49 0.125
H -0.46 0.26 7.54 0.100
H -1.50 -5.09 -0.61 0.135
H -2.51 5.47 -1.10 0.117
H 2.55 0.77 -4.52 0.168
H -4.97 -3.49 -2.50 0.124
H 5.15 0.34 -0.86 0.127
H 2.64 3.71 -2.14 0.085

***

60
Properties=species:S:1:pos:R:3:lowdin_charge:R:1 method="wB97M-V/def2-TZVPD" spin_multiplicity=2 relative_energy_ev=0.0000 e_homo_ev="-7.147 / -7.282" homo_lumo_gap_ha="0.2835 / 0.2773" total_energy_ha=-4358.9402 total_charge=0
Fe -0.15 -0.53 -0.05 0.178
Cl -0.08 -3.21 -1.98 0.506
Cl -2.59 -0.42 -0.16 0.847
Cl -1.33 4.76 0.93 0.660
S -0.31 1.82 0.36 0.715
N -0.38 -0.90 1.95 -0.010
N 0.69 -0.78 2.76 -0.042
N 0.01 -0.15 -2.01 -0.048
N 1.18 -0.26 -2.67 -0.043
N 1.68 -0.54 0.13 -0.045
C -3.03 1.26 0.17 -0.579
C 0.52 -1.51 3.88 -0.042
C 4.46 -2.48 -1.36 -0.035
C 2.29 0.87 3.50 0.021
C 1.77 0.10 2.47 -0.145
C -0.44 -2.47 -0.37 -0.655
C -4.78 2.85 0.42 -0.094
C 1.09 0.34 -3.88 -0.041
C -3.82 3.82 0.65 -0.120
C -0.18 0.84 -4.01 -0.027
C -4.38 1.55 0.18 -0.122
C 3.39 1.69 3.29 -0.271
C 3.06 -1.70 -3.12 0.006
C 3.93 1.72 2.01 -0.031
C -2.47 3.49 0.63 -0.686
C 2.28 0.15 1.18 -0.264
C 5.01 -3.17 -3.73 -0.051
C 2.26 -1.04 -2.19 -0.157
C -1.21 -1.73 2.57 -0.131
C 4.17 -2.43 -2.72 -0.272
C 3.39 0.98 0.98 -0.004
C 3.93 2.56 4.40 -0.052
C 2.52 -1.12 -0.82 -0.231
C -0.70 -2.13 3.80 -0.034
C -2.00 2.18 0.39 -0.692
C 3.65 -1.86 -0.44 -0.004
C -0.81 0.52 -2.80 -0.128
H -4.10 4.84 0.85 0.102
H -0.59 1.39 -4.83 0.100
H -5.83 3.11 0.43 0.103
H 4.89 -2.76 -4.73 0.075
H 1.29 -1.52 4.65 0.130
H -1.15 -2.79 4.52 0.099
H 4.79 2.36 1.82 0.114
H 0.16 -3.04 0.34 0.013
H 4.72 -4.23 -3.77 0.084
H 6.06 -3.14 -3.46 0.077
H 3.37 3.49 4.47 0.085
H 3.87 -1.94 0.62 0.123
H 3.87 2.06 5.37 0.076
H -2.15 -2.00 2.10 0.095
H 5.32 -3.05 -1.02 0.114
H 4.97 2.81 4.22 0.075
H -1.48 -2.75 -0.18 -0.030
H 1.93 0.36 -4.54 0.125
H 2.79 -1.67 -4.16 0.117
H 3.81 1.05 -0.02 0.124
H -5.10 0.76 -0.01 0.103
H -1.80 0.78 -2.47 0.095
H 1.82 0.83 4.48 0.123

***

16
Properties=species:S:1:pos:R:3:lowdin_charge:R:1 method="wB97M-V/def2-TZVPD" relative_energy_ev=2.9710 e_homo_ev=-9.520 homo_lumo_gap_ha=0.3495 total_energy_ha=-982.9370 total_charge=0
I -2.56 -0.68 -0.11 0.918
S -0.37 1.38 0.42 0.480
O -1.25 2.37 -0.13 -0.409
N 1.09 1.65 0.60 -0.263
C 0.58 -1.20 0.34 -0.195
C -0.47 -0.17 -0.33 -0.942
C -0.15 -0.14 -1.90 -0.121
C 0.50 -1.62 1.59 -0.005
H -0.30 -1.07 -2.22 0.029
H -0.20 -1.34 2.34 0.042
H 1.40 -1.43 -0.28 0.086
H 1.35 2.67 0.47 0.065
H -0.88 0.35 -2.44 0.041
H -0.85 1.28 1.89 0.110
H 1.30 -2.32 1.94 0.082
H 0.80 0.26 -2.17 0.082

***

77
Properties=species:S:1:pos:R:3:lowdin_charge:R:1 method="wB97M-V/def2-TZVPD" relative_energy_ev=2.2726 e_homo_ev=-1.020 homo_lumo_gap_ha=0.1808 total_energy_ha=-16266.5530 total_charge=-2
Sb -0.86 1.77 3.61 0.003
Zr -0.59 -0.12 -0.97 1.268
Br 4.82 3.19 2.93 0.693
Se -2.24 1.83 5.71 -0.444
Se 1.34 2.07 4.62 -0.317
Se -0.37 1.79 0.66 0.078
Se -0.65 -0.21 1.63 0.143
Cl 1.01 -6.21 1.56 0.630
Cl -2.12 -6.23 1.57 0.627
Cl -3.69 -3.74 0.43 0.687
Cl 2.55 -3.69 0.42 0.703
Si 1.77 -1.38 -3.81 0.455
Si -1.44 -1.37 -3.74 0.466
O 0.75 -1.61 -0.63 -0.349
O -1.94 -1.61 -0.60 -0.368
N -4.03 1.28 1.67 -0.183
N 2.44 0.84 -0.33 0.009
N -3.06 0.87 -0.57 0.112
N -0.81 1.51 -2.44 -0.123
C -3.52 1.06 0.48 -0.338
C 2.74 0.29 0.85 -0.178
C -0.85 2.85 -2.26 -0.208
C 1.64 -3.23 -3.54 -0.166
C 1.16 3.14 -3.49 -0.095
C 2.18 -1.18 -5.65 -0.186
C 0.20 -0.49 -3.34 -0.355
C -1.96 -3.76 0.44 -0.608
C 0.13 -4.85 0.94 -0.704
C -3.05 -0.45 -3.45 -0.190
C 3.43 0.95 1.86 -0.128
C -1.26 -4.86 0.95 -0.704
C 3.30 -0.88 -2.86 -0.174
C -4.37 0.15 2.54 -0.047
C 3.86 2.23 1.61 -0.699
C 0.22 0.93 -3.16 -0.415
C 3.60 2.81 0.38 -0.115
C 0.08 3.70 -2.76 -0.085
C 2.88 2.07 -0.54 -0.175
C -1.68 -3.16 -3.18 -0.166
C -1.30 -2.67 -0.09 -0.470
C -1.44 -1.55 -5.63 -0.194
C 0.14 -2.66 -0.11 -0.453
C 0.82 -3.74 0.43 -0.604
C 1.24 1.80 -3.67 -0.053
C -4.19 2.62 2.21 -0.070
H -2.93 0.63 -3.53 0.019
H 1.48 -3.47 -2.48 0.015
H -1.45 -0.58 -6.14 0.029
H -3.43 3.29 1.79 0.078
H -4.03 2.57 3.28 0.027
H 2.04 1.37 -4.25 0.089
H 1.93 3.79 -3.90 0.106
H 2.64 2.50 -1.51 0.084
H -3.74 -0.77 -4.23 0.031
H 3.10 -0.90 -1.79 0.004
H 2.41 -0.73 0.99 0.075
H -1.63 -3.81 -4.06 0.031
H 3.67 0.11 -3.11 0.024
H 0.01 4.77 -2.57 0.095
H -3.80 0.23 3.47 0.034
H -4.13 -0.78 2.04 0.077
H -5.43 0.18 2.78 0.085
H 1.74 -2.00 -6.23 0.012
H 3.58 0.49 2.82 0.086
H 2.58 -3.70 -3.84 0.036
H -0.56 -2.10 -5.98 0.005
H -5.19 3.01 1.98 0.079
H 1.81 -0.24 -6.07 0.020
H -2.32 -2.11 -5.95 0.023
H 3.92 3.82 0.15 0.094
H -0.93 -3.51 -2.48 0.018
H 4.10 -1.61 -3.07 0.033
H -2.66 -3.29 -2.72 0.036
H -1.68 3.20 -1.67 0.097
H -3.50 -0.66 -2.48 0.004
H 3.27 -1.21 -5.81 0.022
H 0.83 -3.69 -4.12 0.020